#i
ORCA calculation (the ωB97M-V functional and the def2-TZVPD basis) on an isolated molecule of C2H2FN.

Geometry as XYZ:
```
6
C2H2FN the ωB97M-V functional and the def2-TZVPD basis
F -0.75 1.03 1.43
N -0.75 -0.17 0.68
C 0.70 -0.43 -0.02
C -0.28 0.01 -0.74
H 1.64 -0.56 0.43
H -0.55 0.11 -1.77
```

**SMILES**: FN1C=C1
**LUMO energy**: 0.9099 eV
**HOMO level**: -10.08 eV


#ii
ORCA calculation (the ωB97M-V functional and the def2-TZVPD basis) on a cluster of 2 separate species, C2H2FN in total.

Geometry as XYZ:
```
6
C2H2FN the ωB97M-V functional and the def2-TZVPD basis
C -0.60 0.34 -0.32
C 0.48 -0.14 0.37
N -0.03 1.31 0.16
F 1.63 -0.55 -0.24
H -1.74 -0.22 -1.23
H 0.26 -0.76 1.25
```

**LUMO energy**: 0.3614 eV
**HOMO level**: -10.28 eV


Ranking the structures above by stability puts #ii first and #i last.